Record 1
{
  "formula": "C2H2O4P",
  "method": "the ωB97M-V functional and the def2-TZVPD basis",
  "elements": ["O", "P", "O", "C", "C", "O", "O", "H", "H"],
  "coordinates": [[-1.3518, 1.8853, 0.9242], [-0.9637, 0.6444, 0.2288], [-0.4001, 0.9267, -1.2571], [0.3357, -0.2610, 1.0810], [1.0078, -1.3005, 0.2931], [1.3448, -2.4174, -0.0980], [1.5765, -0.0984, 0.1002], [-2.0998, -0.0966, -0.1171], [0.5505, 0.7176, -1.1550]],
  "total_charge": -1,
  "e_tot_ha": -719.7636,
  "homo_ev": -4.139,
  "smiles": "O=[P@@H](O)C1=C([O-])O1",
  "homo_lumo_gap_ev": 8.216,
  "de_lowest_kj_mol": 288.1
}

Record 2
{
  "formula": "C2H2O4S",
  "method": "the ωB97M-V functional and the def2-TZVPD basis",
  "elements": ["C", "C", "O", "O", "O", "O", "S", "H", "H"],
  "coordinates": [[-1.3694, 0.5578, 0.1450], [-0.5137, 0.8435, -0.7573], [-4.6838, 0.4980, 0.9553], [-3.6884, 0.4938, -1.2050], [-2.1842, 0.2052, 0.9063], [-3.5563, -1.5421, 0.1902], [-3.8340, -0.1783, 0.0225], [0.0635, 1.7016, -0.9519], [-0.0884, 0.0261, -1.3446]],
  "total_charge": 0,
  "e_tot_ha": -776.4565,
  "homo_ev": -10.992,
  "homo_lumo_gap_ev": 10.374,
  "de_lowest_kj_mol": 170.0
}

Record 3
{
  "formula": "C2H2O4S",
  "method": "the ωB97M-V functional and the def2-TZVPD basis",
  "elements": ["C", "C", "O", "O", "O", "O", "S", "H", "H"],
  "coordinates": [[-0.5196, 0.0789, 1.1323], [-1.1727, -0.1483, -0.1819], [0.6495, 0.3429, 1.2856], [1.0277, -0.7355, -1.2078], [-1.9179, 0.5153, -0.8881], [2.3760, 1.3065, -1.1815], [2.0062, 0.0551, -0.5719], [-1.3324, -0.1571, 2.0448], [-1.1167, -1.2577, -0.4315]],
  "total_charge": 0,
  "e_tot_ha": -776.4762,
  "homo_ev": -10.394,
  "homo_lumo_gap_ev": 9.836,
  "de_lowest_kj_mol": 118.4
}

Record 4
{
  "formula": "C2H2OS",
  "method": "the ωB97M-V functional and the def2-TZVPD basis",
  "elements": ["C", "C", "O", "S", "H", "H"],
  "coordinates": [[-1.3803, -0.5175, 0.9965], [-0.4849, -1.1199, 0.3980], [1.8667, 0.4385, 0.4592], [0.8093, -1.4476, -0.5637], [-2.2194, -0.7160, 1.6650], [2.5889, 0.5234, -0.1618]],
  "total_charge": 0,
  "e_tot_ha": -550.6339,
  "homo_ev": [-9.537, -9.539],
  "homo_lumo_gap_ev": [6.723, 6.732],
  "de_lowest_kj_mol": 405.3
}

Record 5
{
  "formula": "C2H2OS",
  "method": "the ωB97M-V functional and the def2-TZVPD basis",
  "elements": ["C", "C", "O", "S", "H", "H"],
  "coordinates": [[0.3782, -0.5618, -0.0281], [0.2117, 0.7754, -0.0198], [-0.9880, -1.0263, -0.0069], [-1.5625, 0.5537, -0.0221], [1.1872, -1.3542, 0.0144], [0.7733, 1.6132, 0.0625]],
  "total_charge": 0,
  "e_tot_ha": -550.7419,
  "homo_ev": -8.954,
  "homo_lumo_gap_ev": 9.251,
  "de_lowest_kj_mol": 121.7
}

Record 6
{
  "formula": "C2H2OS",
  "method": "the ωB97M-V functional and the def2-TZVPD basis",
  "elements": ["C", "C", "O", "S", "H", "H"],
  "coordinates": [[0.8197, 0.3387, 0.0624], [0.0452, -0.1987, -0.8751], [1.9039, 0.6944, -0.6365], [1.2870, 0.0566, -2.0483], [0.5665, 0.7071, 0.9459], [-1.0261, -0.6060, -0.9110]],
  "total_charge": 0,
  "e_tot_ha": -550.7344,
  "homo_ev": -8.875,
  "homo_lumo_gap_ev": 9.184,
  "de_lowest_kj_mol": 141.5
}